C18H45N3NaO6 as an isolated structure at a distorted geometry, computed with ωB97M-V/def2-TZVPD.

Output
Charge ... +1
2S+1 ... 1
Orbital gap ... 8.76 eV
LUMO level ... -2.41 eV
Calculated total energy ... -1490.49025 Eh

Last column: Löwdin charge in e.
Positions of all 73 atoms, in Å:
Na (-0.235, 1.319, -1.057)  0.467
C (-4.270, -2.162, 0.092)  -0.088
O (-3.263, -1.457, -0.646)  -0.224
C (-3.424, -1.751, -2.057)  -0.190
C (-2.060, -1.369, -2.714)  -0.146
N (-1.574, 0.064, -2.704)  -0.062
C (-2.592, 0.971, -3.266)  -0.170
C (-2.224, 2.464, -3.252)  -0.192
O (-1.822, 2.909, -2.000)  -0.242
C (-1.645, 4.278, -1.812)  -0.089
H (-5.234, -1.744, -0.197)  0.094
H (-4.153, -1.820, 1.120)  0.081
H (-4.157, -3.246, 0.107)  0.089
H (-4.380, -1.368, -2.414)  0.121
H (-3.481, -2.814, -2.293)  0.121
H (-2.185, -1.746, -3.729)  0.117
H (-1.315, -1.998, -2.227)  0.109
H (-0.774, -0.026, -3.313)  0.108
H (-3.473, 0.744, -2.665)  0.117
H (-2.912, 0.721, -4.277)  0.128
H (-3.058, 3.034, -3.660)  0.139
H (-1.296, 2.573, -3.813)  0.130
H (-1.311, 4.272, -0.775)  0.094
H (-2.525, 4.919, -1.847)  0.101
H (-0.963, 4.732, -2.531)  0.099
C (-2.555, 1.591, 1.004)  -0.125
O (-1.259, 1.227, 1.151)  -0.189
C (-1.167, -0.009, 1.839)  -0.202
C (0.143, -0.608, 1.600)  -0.176
N (0.192, -1.081, 0.225)  -0.033
C (1.277, -2.032, -0.045)  -0.173
C (1.075, -3.379, 0.635)  -0.200
O (-0.194, -3.827, 0.153)  -0.182
C (-1.031, -4.633, 0.919)  -0.124
H (-3.018, 2.017, 1.894)  0.106
H (-3.205, 0.779, 0.679)  0.086
H (-2.695, 2.309, 0.196)  0.086
H (-1.969, -0.689, 1.554)  0.113
H (-1.415, 0.175, 2.885)  0.142
H (0.425, -1.477, 2.195)  0.130
H (0.840, 0.204, 1.803)  0.107
H (-0.616, -1.626, -0.039)  0.081
H (2.253, -1.753, 0.352)  0.090
H (1.309, -2.203, -1.121)  0.123
H (1.297, -3.472, 1.699)  0.117
H (1.791, -4.015, 0.115)  0.120
H (-0.669, -5.660, 0.967)  0.083
H (-1.976, -4.780, 0.398)  0.079
H (-1.314, -4.509, 1.965)  0.090
C (4.133, -3.019, 2.134)  -0.132
O (3.967, -1.646, 2.260)  -0.203
C (4.637, -0.789, 1.295)  -0.171
C (4.383, 0.719, 1.528)  -0.192
N (3.109, 1.234, 1.045)  -0.059
C (2.771, 2.431, 1.826)  -0.205
C (1.469, 3.052, 1.411)  -0.236
O (1.144, 3.236, 0.054)  -0.217
C (1.946, 4.207, -0.619)  -0.050
H (3.839, -3.443, 1.174)  0.076
H (3.424, -3.479, 2.823)  0.089
H (5.151, -3.275, 2.428)  0.095
H (4.261, -0.900, 0.278)  0.108
H (5.700, -0.974, 1.450)  0.125
H (5.145, 1.368, 1.098)  0.123
H (4.338, 0.802, 2.614)  0.120
H (3.014, 1.341, 0.045)  0.109
H (3.548, 3.176, 1.658)  0.113
H (2.723, 2.217, 2.894)  0.134
H (1.251, 3.936, 2.011)  0.135
H (0.711, 2.425, 1.879)  0.103
H (2.479, 4.898, 0.034)  0.104
H (1.081, 4.711, -1.050)  0.077
H (2.583, 3.723, -1.360)  0.095

***

C18H46As3N5O2W as an isolated structure, computed with ωB97M-V/def2-TZVPD.

Output
Charge ... +4
2S+1 ... 3
Orbital gap (alpha / beta) ... 3.80 / 3.98 eV
LUMO level (alpha / beta) ... -13.51 / -13.33 eV
Calculated total energy ... -7910.62174 Eh

Last column: Löwdin charge in e.
Positions of all 75 atoms, in Å:
W (1.288, -0.318, 0.769)  1.339
N (0.418, 4.071, 3.931)  0.250
C (0.790, 2.665, 3.486)  -0.269
C (-0.251, 1.684, 4.035)  -0.075
C (0.179, 0.211, 4.061)  -0.289
N (0.050, -0.507, 2.718)  -0.063
C (1.575, 0.031, 4.629)  -0.087
C (2.591, 0.893, 3.907)  -0.299
N (2.761, 0.400, 2.495)  -0.003
C (2.210, 2.374, 3.968)  -0.077
H (-0.521, 4.350, 3.624)  0.191
H (1.075, 4.772, 3.568)  0.193
H (0.434, 4.156, 4.955)  0.191
H (0.754, 2.708, 2.394)  0.147
H (-1.209, 1.800, 3.520)  0.138
H (-0.445, 1.932, 5.084)  0.153
H (-0.530, -0.300, 4.713)  0.167
H (-0.948, -0.486, 2.498)  0.050
H (0.203, -1.490, 2.962)  0.092
H (1.869, -1.023, 4.610)  0.142
H (1.558, 0.305, 5.686)  0.158
H (3.561, 0.801, 4.398)  0.172
H (3.386, -0.406, 2.577)  0.119
H (3.346, 1.061, 1.977)  0.111
H (2.937, 2.978, 3.419)  0.146
H (2.302, 2.664, 5.020)  0.154
C (-2.596, -0.897, 0.472)  -0.230
As (-0.891, -1.747, 0.075)  1.053
C (-0.951, -3.334, 1.208)  -0.235
C (-0.942, -2.563, -1.696)  -0.301
C (-1.093, -1.686, -2.950)  -0.689
C (-1.096, -2.684, -4.124)  -0.059
C (0.126, -0.783, -3.144)  -0.278
As (0.749, 0.444, -1.748)  1.114
C (2.281, 1.211, -2.635)  -0.207
C (-0.440, 1.960, -1.481)  -0.243
C (-2.394, -0.875, -2.922)  -0.366
As (-3.001, -0.119, -4.697)  1.181
C (-2.422, 1.736, -4.424)  -0.341
C (-4.851, 0.133, -4.140)  -0.319
H (-3.391, -1.534, 0.081)  0.071
H (-2.676, 0.079, 0.003)  0.020
H (-2.754, -0.813, 1.549)  0.039
H (-1.645, -4.044, 0.757)  0.067
H (-1.325, -3.107, 2.207)  0.045
H (0.020, -3.824, 1.283)  0.038
H (-1.780, -3.262, -1.634)  0.109
H (-0.030, -3.170, -1.753)  0.092
H (-0.235, -3.354, -4.084)  0.101
H (-1.076, -2.159, -5.078)  0.070
H (-2.004, -3.289, -4.103)  0.111
H (-0.034, -0.123, -4.002)  0.093
H (1.023, -1.371, -3.360)  0.101
H (1.914, 1.655, -3.561)  0.072
H (3.004, 0.436, -2.885)  0.057
H (2.750, 1.975, -2.021)  0.058
H (-0.736, 2.354, -2.453)  0.030
H (0.114, 2.738, -0.954)  0.041
H (-1.342, 1.690, -0.936)  0.013
H (-2.341, -0.049, -2.201)  0.035
H (-3.218, -1.526, -2.616)  0.081
H (-1.341, 1.840, -4.540)  0.003
H (-2.752, 2.125, -3.458)  0.020
H (-2.878, 2.341, -5.207)  0.041
H (-5.356, -0.830, -4.091)  0.033
H (-5.357, 0.737, -4.893)  0.041
H (-4.915, 0.641, -3.177)  0.029
N (2.413, -2.122, 0.297)  -0.058
N (3.379, -1.805, -0.713)  0.069
C (3.925, -0.512, -0.548)  -0.660
O (5.018, -0.204, -0.867)  0.219
O (3.000, 0.305, -0.004)  -0.346
H (2.873, -2.542, 1.113)  0.150
H (1.817, -2.859, -0.085)  0.103
H (4.073, -2.535, -0.862)  0.181

***

C18H46IInN2O5P as an isolated structure, computed with ωB97M-V/def2-TZVPD.

Output
Charge ... -1
2S+1 ... 1
Orbital gap ... 7.72 eV
LUMO level ... 2.51 eV
Calculated total energy ... -2028.42621 Eh

Last column: Löwdin charge in e.
Positions of all 74 atoms, in Å:
C (-3.338, -2.021, 2.893)  -0.136
C (-3.482, -1.430, 1.492)  -0.430
C (-2.333, -0.501, 1.119)  -0.828
I (-0.573, -1.650, 0.640)  0.841
In (-1.928, 1.110, 2.577)  0.539
O (-3.667, 1.380, 3.663)  -0.362
C (-4.482, 2.439, 3.288)  -0.350
C (-5.067, 2.323, 1.873)  -0.439
C (-5.368, 3.674, 1.245)  -0.059
O (-6.268, 1.535, 1.953)  -0.053
P (-0.037, 0.512, 4.201)  0.380
O (0.239, -0.926, 4.442)  -0.403
O (1.347, 1.265, 3.709)  -0.251
O (-0.279, 1.335, 5.607)  -0.246
H (-3.507, -1.246, 3.645)  0.059
H (-2.328, -2.419, 3.033)  0.046
H (-4.047, -2.834, 3.064)  0.067
H (-3.596, -2.233, 0.754)  0.081
H (-4.403, -0.832, 1.452)  0.090
H (-2.532, 0.005, 0.172)  -0.015
H (-1.559, 2.640, 1.785)  -0.055
H (-3.957, 3.410, 3.358)  0.102
H (-5.348, 2.494, 3.966)  0.120
H (-4.343, 1.780, 1.251)  0.108
H (-6.092, 4.216, 1.860)  0.082
H (-4.457, 4.271, 1.171)  0.076
H (-5.790, 3.558, 0.243)  0.071
H (-6.429, 1.132, 1.092)  0.081
H (1.360, 2.181, 4.016)  0.049
H (0.177, 0.860, 6.318)  0.058
C (1.971, 4.389, -3.299)  -0.099
C (2.314, 3.484, -2.125)  -0.287
N (1.302, 3.498, -1.088)  -0.195
C (1.748, 2.907, 0.171)  -0.243
C (2.142, 1.430, 0.155)  -0.088
C (-0.045, 3.138, -1.516)  -0.239
C (-0.242, 1.791, -2.223)  -0.076
H (1.732, 5.395, -2.948)  0.076
H (2.819, 4.450, -3.984)  0.066
H (1.117, 4.015, -3.866)  0.061
H (3.242, 3.835, -1.663)  0.114
H (2.530, 2.473, -2.510)  0.100
H (0.949, 3.053, 0.902)  0.090
H (2.601, 3.501, 0.519)  0.108
H (1.274, 0.793, -0.011)  0.001
H (2.569, 1.149, 1.119)  0.067
H (2.880, 1.216, -0.623)  0.063
H (-0.408, 3.929, -2.179)  0.099
H (-0.679, 3.176, -0.628)  0.091
H (0.492, 1.643, -3.020)  0.060
H (-1.233, 1.764, -2.683)  0.071
H (-0.174, 0.944, -1.542)  0.033
C (2.252, -6.260, -1.115)  -0.093
C (2.002, -5.052, -2.006)  -0.277
N (2.390, -3.803, -1.383)  -0.196
C (1.849, -2.623, -2.034)  -0.289
C (2.319, -2.307, -3.459)  -0.081
C (3.764, -3.715, -0.921)  -0.242
C (4.875, -3.957, -1.952)  -0.085
H (1.795, -6.108, -0.136)  0.082
H (1.817, -7.152, -1.567)  0.068
H (3.317, -6.450, -0.970)  0.061
H (0.931, -4.979, -2.211)  0.118
H (2.490, -5.223, -2.982)  0.100
H (2.057, -1.765, -1.389)  0.087
H (0.761, -2.729, -2.039)  0.066
H (3.350, -1.953, -3.485)  0.053
H (1.690, -1.520, -3.880)  0.066
H (2.241, -3.178, -4.113)  0.064
H (3.895, -4.427, -0.103)  0.102
H (3.887, -2.725, -0.475)  0.117
H (4.694, -4.866, -2.528)  0.061
H (5.833, -4.078, -1.440)  0.068
H (4.977, -3.131, -2.655)  0.052